Below is one molecule with the formula C21H20F3N3O2 in a non-equilibrium geometry, with properties calculated with the ωB97M-V functional and the def2-TZVPD basis.

Properties
* SMILES string: Cc1c(Oc2c(F)cccc2F)c(OC(C)C)nn1-c1ncc(C2CC2)cc1F
* energy above the lowest of the compared OMol25 structures with the same formula, charge and spin: 241.07 kJ/mol
* strongest force on any atom: 3.13 eV/A
* molecular weight: 403.404 Da
* DFT total energy: -38816.3146 eV
* frontier orbital gap: 0.322 Eh
* HOMO energy: -8.042 eV
* LUMO level: 0.72 eV

Atoms and positions in Å:
F -0.73969 -2.12363 3.04285
F -3.48821 2.14504 -0.42742
F -1.96545 1.34760 -4.92728
N -1.89422 -1.13368 0.76544
N 1.67587 -0.40817 0.86676
O -2.42951 0.27832 -2.46176
O -3.99902 -1.44343 -0.51813
C -2.67289 -0.95135 -0.30030
C -1.95056 -0.19932 -1.30003
C -0.70097 0.07006 -0.78489
C 2.76445 -0.66297 1.62416
C 0.47760 -0.85095 1.29838
C -2.75996 4.37056 -3.23022
C -3.10433 3.89930 -1.94250
C -2.38824 3.49240 -4.19973
C 1.48696 -1.77024 3.32125
C 0.37516 -1.56828 2.52501
C -3.05690 2.52531 -1.67188
C -2.31092 2.13666 -3.90855
C -2.55567 1.63500 -2.63473
C 2.71430 -1.27926 2.89627
N -0.66954 -0.61171 0.47132
C 0.35396 0.97713 -1.38489
C -5.52117 -3.23706 0.03574
C -5.15930 -1.29050 1.62120
C 5.16442 -0.66614 3.85093
C 5.22150 -2.03018 3.19244
C -4.52242 -2.21490 0.58411
C 3.92172 -1.51839 3.78947
H 3.73894 -0.35050 1.28375
H -2.85852 5.41658 -3.45716
H -3.43723 4.51614 -1.14090
H -2.13379 3.82325 -5.19397
H 1.37025 -2.32327 4.24469
H -0.03405 1.43778 -2.30568
H 1.28502 0.49615 -1.58148
H 0.58373 1.80687 -0.69527
H -5.69334 -3.98278 0.77599
H -6.46232 -2.76067 -0.19643
H -5.06773 -3.76807 -0.81017
H -5.63852 -1.81555 2.39383
H -4.40838 -0.62935 2.03063
H -5.95265 -0.73083 1.08924
H 5.18958 0.22396 3.19490
H 5.67902 -0.56017 4.81017
H 5.64935 -2.87765 3.75676
H 5.36103 -2.06391 2.09026
H -3.71484 -2.75602 1.05202
H 3.63377 -2.01062 4.75400

Below is C25H34F5FeN4O2SSe2 as an isolated structure, with properties calculated with the ωB97M-V functional and the def2-TZVPD basis.

Properties
* energy above the lowest of the compared OMol25 structures with the same formula, charge and spin: 0.00 kJ/mol
* strongest force on any atom: 0.20 eV/A
* total charge: -2
* molecular weight: 763.395 Da
* DFT total energy: -226034.2844 eV
* frontier orbital gap (spin up / spin down): 0.203 / 0.217 Eh
* 2S+1: 6
* HOMO energy (spin up / spin down): -1.323 / -1.739 eV
* LUMO level (spin up / spin down): 4.21 / 4.17 eV

Atoms and positions in Å:
Fe -0.18811 -0.44208 -0.08226
O 3.30136 -0.76420 -5.07005
C 2.08290 -1.06090 -5.74765
C 0.87574 -0.55766 -4.93444
C -0.35513 -1.05660 -5.72268
O -1.55552 -0.37685 -5.44061
C 0.96524 -1.19067 -3.53058
Se -0.70119 -1.24154 -2.47331
C 0.88819 0.93221 -4.86168
Se 1.51958 1.41375 -1.02806
H 4.02129 -1.16374 -5.56366
H 1.98071 -2.14750 -5.88200
H 2.07564 -0.58373 -6.73621
H -0.46199 -2.13500 -5.53901
H -0.17403 -0.91624 -6.79556
H -1.69170 -0.47519 -4.47504
H 1.71624 -0.66381 -2.94489
H 1.31072 -2.22320 -3.62819
H 0.16981 1.50550 -5.43195
H 1.47640 1.43322 -4.10406
S -0.45399 1.62991 4.35425
C -0.44922 1.04939 2.81716
N -0.45186 0.63408 1.72703
C 5.22186 1.06362 2.81965
N 3.88351 0.54359 2.89955
C 3.32848 0.52265 4.23361
C 2.99807 0.87775 1.79791
C 2.58932 2.31675 1.56712
C 2.83270 3.29917 2.52141
C 2.45879 4.61932 2.31928
C 1.82091 4.96572 1.13812
C 1.56246 3.99375 0.18455
C 1.93317 2.65994 0.37182
H 5.87587 0.49521 3.49037
H 5.31633 2.12878 3.08962
H 5.59897 0.94872 1.80088
H 3.85859 -0.21949 4.84290
H 2.27207 0.25795 4.19635
H 3.38963 1.48556 4.76397
H 2.08111 0.29408 1.91906
H 3.47129 0.53119 0.87205
H 3.30953 3.02432 3.45221
H 2.64634 5.36150 3.08669
H 1.50976 5.98979 0.96153
H 1.04894 4.25466 -0.73280
F -0.20788 -3.48731 1.63314
C -1.48449 -3.08241 1.32783
C -1.70882 -1.90148 0.66478
C -3.04205 -1.63230 0.44447
F -3.40505 -0.48901 -0.19065
C -4.08187 -2.45977 0.83091
F -5.37373 -2.15172 0.58871
C -3.79091 -3.64168 1.48704
F -4.78293 -4.47054 1.87474
C -2.47323 -3.96019 1.74278
F -2.18440 -5.11262 2.38837
C 2.63645 -4.49466 0.81992
C 2.91599 -3.62958 -0.41516
C 4.22566 -2.86348 -0.23109
C 3.00398 -4.51406 -1.65600
N 1.85616 -2.66493 -0.70836
N 1.59289 -1.69617 0.28598
H 3.46000 -5.19387 0.98898
H 1.71252 -5.06229 0.69443
H 2.53439 -3.88694 1.72126
H 5.06441 -3.56000 -0.15548
H 4.20897 -2.26118 0.67979
H 4.38712 -2.19714 -1.08043
H 3.78248 -5.27131 -1.53608
H 3.22493 -3.90203 -2.53164
H 2.05372 -5.02631 -1.82837
H 0.97622 -3.10615 -0.95530
H 2.26233 -0.93790 0.18951
H 1.60168 -2.07309 1.23127

Copy entry 1 word for word.
Below is one molecule with the formula C21H20F3N3O2 in a non-equilibrium geometry, with properties calculated with the ωB97M-V functional and the def2-TZVPD basis.

Properties
* SMILES string: Cc1c(Oc2c(F)cccc2F)c(OC(C)C)nn1-c1ncc(C2CC2)cc1F
* energy above the lowest of the compared OMol25 structures with the same formula, charge and spin: 241.07 kJ/mol
* strongest force on any atom: 3.13 eV/A
* molecular weight: 403.404 Da
* DFT total energy: -38816.3146 eV
* frontier orbital gap: 0.322 Eh
* HOMO energy: -8.042 eV
* LUMO level: 0.72 eV

Atoms and positions in Å:
F -0.73969 -2.12363 3.04285
F -3.48821 2.14504 -0.42742
F -1.96545 1.34760 -4.92728
N -1.89422 -1.13368 0.76544
N 1.67587 -0.40817 0.86676
O -2.42951 0.27832 -2.46176
O -3.99902 -1.44343 -0.51813
C -2.67289 -0.95135 -0.30030
C -1.95056 -0.19932 -1.30003
C -0.70097 0.07006 -0.78489
C 2.76445 -0.66297 1.62416
C 0.47760 -0.85095 1.29838
C -2.75996 4.37056 -3.23022
C -3.10433 3.89930 -1.94250
C -2.38824 3.49240 -4.19973
C 1.48696 -1.77024 3.32125
C 0.37516 -1.56828 2.52501
C -3.05690 2.52531 -1.67188
C -2.31092 2.13666 -3.90855
C -2.55567 1.63500 -2.63473
C 2.71430 -1.27926 2.89627
N -0.66954 -0.61171 0.47132
C 0.35396 0.97713 -1.38489
C -5.52117 -3.23706 0.03574
C -5.15930 -1.29050 1.62120
C 5.16442 -0.66614 3.85093
C 5.22150 -2.03018 3.19244
C -4.52242 -2.21490 0.58411
C 3.92172 -1.51839 3.78947
H 3.73894 -0.35050 1.28375
H -2.85852 5.41658 -3.45716
H -3.43723 4.51614 -1.14090
H -2.13379 3.82325 -5.19397
H 1.37025 -2.32327 4.24469
H -0.03405 1.43778 -2.30568
H 1.28502 0.49615 -1.58148
H 0.58373 1.80687 -0.69527
H -5.69334 -3.98278 0.77599
H -6.46232 -2.76067 -0.19643
H -5.06773 -3.76807 -0.81017
H -5.63852 -1.81555 2.39383
H -4.40838 -0.62935 2.03063
H -5.95265 -0.73083 1.08924
H 5.18958 0.22396 3.19490
H 5.67902 -0.56017 4.81017
H 5.64935 -2.87765 3.75676
H 5.36103 -2.06391 2.09026
H -3.71484 -2.75602 1.05202
H 3.63377 -2.01062 4.75400

Question: Which of these has the lowest molecular weight?
Answer: C21H20F3N3O2